{"formula": "C2H6N2S2", "method": "wB97M-V/def2-TZVPD", "symbols": ["C", "C", "H", "H", "H", "H", "H", "H", "N", "N", "S", "S"], "positions_angstrom": [[-0.5889, 2.4333, 0.2569], [0.0987, -1.2077, 0.6880], [0.5422, 2.6909, 0.5086], [-1.1774, 2.1017, 1.4233], [-1.3234, 3.3178, -0.2328], [0.4386, -1.5854, 1.7654], [0.6468, -3.1236, 0.1180], [1.5648, -1.3653, -2.0830], [-0.2869, -0.0314, 0.6654], [0.1525, -2.2263, -0.3080], [-0.4422, 0.9005, -0.8110], [0.3751, -1.9046, -1.9908]], "forces_ev_per_angstrom": [[-1.33, 0.86, 2.17], [0.78, -2.76, 1.79], [-2.73, 0.16, -0.49], [1.92, 0.95, -3.95], [2.54, -2.40, 1.18], [-0.99, 0.36, -2.31], [-1.31, 2.54, -1.61], [1.06, 0.36, 0.34], [0.43, 1.51, -1.25], [2.03, -1.48, 1.54], [-0.98, 0.72, 2.04], [-1.41, -0.84, 0.56]], "charge": 0, "gap_ev": 8.78, "de_lowest_ev": 3.056, "energy_ev": -26818.7586, "e_lumo_ev": 0.5, "e_homo_ev": -8.2}